Entry 1:
Molecular formula: C21H24N2O4S
Method: DFT, ωB97M-V/def2-TZVPD

```
52
C21H24N2O4S, DFT ωB97M-V/def2-TZVPD
S 2.49 1.24 -0.33
O 2.49 1.66 -1.70
O 2.50 2.24 0.70
O -2.29 -3.44 0.57
O 5.72 -1.72 0.37
N 3.84 0.29 -0.10
N -3.56 -1.62 0.81
C -2.65 1.33 1.83
C -2.38 -2.23 0.55
C 5.49 -1.25 -0.94
C -3.01 0.80 0.60
C -2.85 0.86 -1.93
C -1.16 -1.38 0.33
C -1.04 2.76 0.78
C -3.77 -0.36 -1.93
C 0.55 -0.53 -1.12
C -1.68 2.31 1.93
C -0.56 -0.74 1.41
C -0.57 -1.32 -0.92
C -4.07 -0.27 0.54
C 0.56 0.04 1.22
C -4.79 -0.24 -0.81
C 4.06 -0.74 -1.09
C -1.42 2.26 -0.45
C 4.07 -0.17 1.24
C 1.09 0.16 -0.06
C -2.41 1.29 -0.56
C 5.51 -0.70 1.32
H 1.00 -0.42 -2.10
H -0.26 3.50 0.85
H -1.97 0.66 -2.55
H 3.92 0.68 1.91
H -5.33 0.70 -0.89
H 1.02 0.58 2.03
H 3.37 -0.98 1.51
H 3.90 -0.29 -2.07
H 5.70 -1.15 2.30
H -3.20 -1.27 -1.79
H -1.41 2.71 2.89
H -0.99 -1.88 -1.75
H -3.14 0.97 2.72
H -3.38 1.70 -2.39
H -4.30 -2.30 0.96
H -5.51 -1.06 -0.86
H 6.20 0.13 1.15
H -0.94 2.63 -1.34
H -4.28 -0.43 -2.90
H 6.19 -0.43 -1.17
H 5.68 -2.10 -1.60
H 3.35 -1.58 -0.94
H -4.79 -0.08 1.34
H -0.99 -0.84 2.40
```

The calculation puts the total energy at -1623.2989 hartree. The energy above the lowest of the compared OMol25 structures with the same formula, charge and spin comes out at 27.5 kcal/mol. As for the max |F|: 1.0 eV/A. As for the SMILES: O=C(N[C@@H]1CCCc2ccccc21)c1ccc(S(=O)(=O)N2CCOCC2)cc1. As for the net charge: 0. For the LUMO energy, the calculation gives 0.5 eV.


Entry 2:
Molecular formula: C2H4NO2
Method: DFT, ωB97M-V/def2-TZVPD

```
9
C2H4NO2, DFT ωB97M-V/def2-TZVPD
O 1.33 -1.18 0.31
O -0.47 -0.92 -0.98
N 0.10 0.71 0.58
C -1.03 1.51 0.13
C 0.27 -0.57 -0.02
H -1.78 1.34 0.93
H 1.03 1.16 0.55
H -1.27 1.26 -0.94
H -0.78 2.59 0.01
```

The calculation puts the total energy at -283.8923 hartree. The energy above the lowest of the compared OMol25 structures with the same formula, charge and spin comes out at 11.7 kcal/mol. As for the max |F|: 3.1 eV/A. As for the SMILES: CNC(=O)[O-]. As for the net charge: -1. For the LUMO energy, the calculation gives 4.4 eV.


Entry 3:
Molecular formula: C28H36N9O4RuS4
Method: DFT, ωB97M-V/def2-TZVPD

```
82
C28H36N9O4RuS4, DFT ωB97M-V/def2-TZVPD
Ru 0.46 0.31 0.25
S 0.20 -0.17 2.64
S 2.42 2.07 1.82
S 0.14 3.00 -0.28
S 7.39 1.23 -3.36
O 6.80 -1.48 0.22
O 6.57 2.39 -3.61
O 8.69 1.36 -2.76
O 5.41 -2.70 1.35
N -0.11 -2.18 0.07
N 5.69 -1.76 0.64
N -2.09 0.27 3.84
N -0.20 -7.44 -1.03
N 4.71 0.18 -0.59
N -0.15 0.32 -1.76
N -2.22 0.64 1.62
N 2.56 -0.17 -0.21
N -1.51 0.64 0.46
C 0.47 -3.06 0.88
C 5.92 0.83 -1.10
C 3.16 1.85 -1.59
C -0.76 -2.65 -1.00
C -2.18 0.92 -0.62
C 6.43 0.13 -2.36
C 0.01 0.13 -4.13
C -0.18 -4.90 -0.48
C 3.45 0.62 -0.82
C 2.37 4.62 2.80
C 4.59 -0.94 0.20
C -2.01 0.92 -3.12
C -3.62 1.33 -0.64
C -1.43 0.75 -1.87
C 0.53 0.01 -2.86
C -0.19 -6.32 -0.78
C 3.28 -1.14 0.42
C 6.35 0.35 -5.77
C 7.57 0.31 -4.86
C -3.86 2.01 3.87
C 1.86 3.64 1.77
C 0.89 4.04 0.82
C -1.29 0.61 -4.26
C 0.47 -4.42 0.65
C -1.46 0.27 2.65
C 0.43 5.48 0.79
C -0.82 -4.00 -1.31
C -3.51 0.54 4.03
H -3.26 2.63 4.54
H -1.36 -4.34 -2.19
H 1.96 5.63 2.69
H 8.46 0.76 -5.31
H -3.74 0.22 5.04
H 3.44 2.73 -0.99
H 0.91 -2.64 1.78
H -1.26 -1.93 -1.63
H 1.27 6.16 0.61
H -3.93 1.61 0.36
H -3.03 1.28 -3.19
H -4.92 2.16 4.11
H 0.97 -5.10 1.33
H -4.27 0.52 -0.98
H 7.07 -0.72 -2.10
H 2.83 -1.91 1.01
H -1.57 -0.14 4.60
H 2.10 1.93 -1.76
H 3.71 1.88 -2.53
H 5.60 -0.21 -2.98
H 6.60 -0.12 -6.72
H -0.31 5.63 0.01
H 5.51 -0.20 -5.34
H 5.65 1.86 -1.32
H 3.46 4.69 2.76
H 6.68 0.83 -0.33
H 1.54 -0.35 -2.70
H 7.83 -0.70 -4.55
H -3.69 2.35 2.84
H -3.75 2.18 -1.30
H -0.02 5.78 1.74
H -4.09 -0.07 3.34
H 2.12 4.26 3.80
H -1.73 0.74 -5.23
H 6.04 1.37 -5.96
H 0.60 -0.14 -5.00
```

The calculation puts the total energy at -3569.8658 hartree. The energy above the lowest of the compared OMol25 structures with the same formula, charge and spin comes out at 28.0 kcal/mol. As for the max |F|: 2.4 eV/A. As for the net charge: 0. As for the spin multiplicity: 2. For the LUMO energy (spin up / spin down), the calculation gives -0.7 / -0.7 eV.